# 1
Below is a structure of composition C3H4Cl4CrN, with properties calculated with the ωB97M-V functional and the def2-TZVPD basis.

XYZ file:
```
13
Properties=species:S:1:pos:R:3:forces:R:3
Cr 3.43337 -0.53711 -2.96012 -1.208 -0.122 0.664
Cl 1.31571 -0.77493 -1.77897 1.223 0.259 -0.596
C -0.66097 -1.88848 0.93705 0.761 0.845 -0.163
C -1.50113 -2.15113 -0.22917 -0.631 -0.556 0.116
N -2.18068 -2.38153 -1.13143 0.441 0.208 0.496
H 0.01919 -1.10154 0.61114 0.210 0.024 0.020
H -0.01855 -2.71418 1.24298 -0.351 -0.211 -0.221
H -1.15670 -1.46686 1.81145 -0.484 -0.321 -0.227
C 0.19131 2.46305 0.23662 -0.294 1.084 -0.461
Cl -1.19861 2.17033 1.24943 -0.260 -0.483 0.229
Cl 1.55449 2.97131 1.21385 0.338 -0.090 0.075
Cl -0.26743 3.83757 -0.87451 0.431 -0.853 0.173
H 0.47000 1.57350 -0.32832 -0.178 0.217 -0.106
```
Forces are in eV/Å.

Summary:
Net charge: 0
Spin multiplicity: 6
LUMO (spin up / spin down): -1.6 / -1.4 eV
Orbital gap (spin up / spin down): 7.29 / 8.80 eV

---

# 2
Below is the ion C4H6N with charge +1, with properties calculated with the ωB97M-V functional and the def2-TZVPD basis.

XYZ file:
```
11
Properties=species:S:1:pos:R:3:forces:R:3
C 1.22577 0.32750 0.03730 -6.262 1.774 -0.439
C 2.41377 -0.06215 0.04316 2.360 -1.323 -0.109
C -1.20915 -0.24787 0.03686 -1.089 0.152 0.184
C -2.66785 0.25795 0.03024 3.906 1.125 0.208
N -0.03184 0.72185 -0.01030 2.802 2.058 -0.769
H 2.91902 -0.15994 1.00967 0.104 0.091 -0.343
H 2.89025 -0.42573 -0.89508 -0.256 0.442 0.755
H -0.70389 -1.04247 0.60284 -1.092 -0.287 0.221
H -1.36680 -0.63958 -0.98980 0.087 -0.128 -0.292
H -3.31530 -0.53077 0.32934 -0.449 -1.286 0.126
H -0.15398 1.80122 -0.19423 -0.110 -2.619 0.458
```
Forces are in eV/Å.

Summary:
Energy relative to the best compared isomer or geometry (same formula, charge and spin): 482.44 kJ/mol
Net charge: +1
LUMO: -5.2 eV
Orbital gap: 8.79 eV

---

# 3
Below is the molecule C3H4OS3, with properties calculated with the ωB97M-V functional and the def2-TZVPD basis.

XYZ file:
```
11
Properties=species:S:1:pos:R:3:forces:R:3
C 0.57661 -1.25270 0.49551 -0.288 2.000 -0.047
C -0.45128 1.42923 0.92861 -1.323 0.476 -0.510
C -1.15326 0.20208 -1.38903 0.167 0.862 -0.043
H -1.50309 1.20265 1.14988 0.257 0.135 0.118
H -0.17203 2.32491 1.48210 -0.137 0.194 -0.224
H -1.24729 0.25148 -2.49187 -0.052 0.073 0.631
H -2.15069 0.17881 -0.93711 0.221 -0.377 -0.126
O 1.25240 -2.15855 0.83831 0.343 -1.125 0.198
S 0.60773 0.21075 1.60203 0.710 -1.613 -0.155
S -0.37436 1.76070 -0.84567 0.129 -0.252 -0.149
S -0.15703 -1.28152 -1.13887 -0.027 -0.374 0.307
```
Forces are in eV/Å.

Summary:
Energy relative to the best compared isomer or geometry (same formula, charge and spin): 1.15 kJ/mol
Net charge: 0
Structure (SMILES): O=C1SCSCS1
LUMO: 0.4 eV
Orbital gap: 9.83 eV

---

# 4
Below is a cluster of 7 separate species, C42H39NO14S in total, with properties calculated with the ωB97M-V functional and the def2-TZVPD basis.

XYZ file:
```
97
Properties=species:S:1:pos:R:3:forces:R:3
C -3.67788 4.91716 -0.20716 0.048 -0.062 0.008
C -2.84911 4.01616 0.69708 -0.100 -0.383 0.093
O -1.48543 4.22727 0.35686 0.041 0.391 -0.042
C -3.23557 2.50939 0.56564 0.273 0.208 -0.550
N -2.04674 1.69276 0.31334 -0.407 -0.060 0.278
C -2.29740 0.26244 0.41054 -0.013 0.129 -0.130
C -1.01107 -0.47298 0.10419 -0.048 0.209 0.393
O -0.50866 -0.11812 -1.17079 0.261 -0.281 0.079
C -1.09722 -0.81408 -2.23246 -0.008 0.142 -0.188
S -1.81016 0.40709 -3.38461 0.003 0.294 -0.088
H -4.49025 5.38313 0.34219 -0.143 0.035 -0.005
H -4.09776 4.36684 -1.04563 -0.053 -0.057 -0.092
H -3.04569 5.69888 -0.61733 0.016 0.198 0.081
H -3.01743 4.29797 1.73921 0.128 0.164 0.085
H -0.93127 3.80865 1.02096 0.017 -0.251 -0.083
H -3.93911 2.42229 -0.26733 -0.235 -0.158 0.003
H -3.74246 2.16648 1.46446 -0.036 -0.060 0.129
H -1.76691 1.87395 -0.64432 0.347 0.090 0.080
H -3.08974 -0.07246 -0.27351 -0.137 -0.023 -0.002
H -2.61158 0.02068 1.42713 -0.060 -0.061 0.096
H -1.14676 -1.55419 0.19499 -0.018 -0.120 -0.111
H -0.26475 -0.17187 0.83382 0.151 0.039 -0.048
H -1.87592 -1.49685 -1.90387 -0.096 -0.058 0.005
H -0.33645 -1.37538 -2.76232 0.109 -0.060 -0.036
H -2.92794 -0.24598 -3.70062 -0.113 -0.170 0.024
C -0.56726 1.91879 4.26929 0.021 0.066 -0.007
C -1.79976 2.03627 3.78422 -0.017 0.031 0.032
C -2.96106 2.25226 4.67800 0.019 0.029 0.011
O -4.08774 2.35107 4.23804 -0.017 -0.007 -0.010
C -2.69771 2.33994 6.13884 -0.006 -0.014 0.004
C -1.46533 2.22149 6.62489 -0.006 -0.011 -0.009
C -0.30032 1.99626 5.72728 -0.038 -0.016 -0.007
O 0.81846 1.86846 6.17500 0.006 -0.006 0.011
H 0.28663 1.74422 3.62992 0.039 -0.008 0.025
H -2.00514 1.96972 2.72323 0.061 -0.016 -0.021
H -3.56114 2.50172 6.77190 -0.016 0.004 -0.022
H -1.24901 2.27757 7.68435 0.031 0.006 -0.006
C 1.35317 -5.61906 -3.61534 -0.021 0.004 0.018
C 0.69521 -4.48408 -3.83191 0.008 -0.021 -0.016
C -0.78570 -4.42524 -3.73648 -0.054 0.002 0.146
O -1.38417 -3.38278 -3.89688 -0.003 -0.041 -0.063
C -1.50540 -5.68008 -3.40337 0.030 -0.024 -0.047
C -0.84739 -6.81442 -3.18742 0.004 0.025 -0.032
C 0.63349 -6.87081 -3.26711 -0.132 0.121 -0.122
O 1.23564 -7.89936 -3.04345 0.066 -0.065 -0.033
H 2.43210 -5.68767 -3.67059 0.005 -0.024 -0.001
H 1.19709 -3.55621 -4.07614 -0.023 0.009 -0.016
H -2.58322 -5.60880 -3.33515 0.001 0.025 -0.012
H -1.34851 -7.73953 -2.93311 0.027 -0.016 0.010
C 0.02320 6.84335 -4.61451 0.012 -0.003 -0.002
C 0.87652 5.90340 -5.00928 -0.033 0.020 -0.009
C 1.15756 4.71753 -4.16212 0.027 -0.054 -0.008
O 1.94668 3.86664 -4.52741 -0.082 0.050 -0.004
C 0.45606 4.61632 -2.86263 -0.007 -0.014 -0.011
C -0.39722 5.55589 -2.46506 -0.041 0.003 0.022
C -0.68365 6.74084 -3.30973 0.024 -0.015 -0.014
O -1.46629 7.59658 -2.95635 -0.016 0.006 -0.003
H -0.19945 7.71772 -5.21290 -0.015 0.012 0.022
H 1.40357 5.95300 -5.95381 0.012 -0.029 0.005
H 0.67718 3.74319 -2.26145 0.005 -0.003 -0.006
H -0.91638 5.49230 -1.51728 0.036 -0.007 0.015
C -0.54224 -7.25944 2.05480 -0.008 0.001 -0.036
C -0.00096 -8.25201 2.75523 -0.013 0.003 0.009
C 1.11967 -9.06001 2.20698 0.015 -0.016 -0.053
O 1.61168 -9.96564 2.84244 -0.003 -0.005 0.022
C 1.61474 -8.71375 0.84887 -0.030 0.019 0.039
C 1.07563 -7.71806 0.15119 0.033 0.075 0.017
C -0.04407 -6.91080 0.69994 0.079 -0.139 0.079
O -0.52775 -5.99547 0.06597 -0.017 0.094 -0.066
H -1.35867 -6.66053 2.43825 -0.006 0.016 -0.019
H -0.34275 -8.51507 3.74792 0.026 0.005 0.014
H 2.43109 -9.31464 0.46897 0.000 -0.013 0.014
H 1.42413 -7.45209 -0.83915 -0.018 -0.057 0.149
C -0.92232 -2.15220 4.79058 -0.009 -0.004 -0.011
C -1.07827 -3.37028 5.30131 0.012 0.015 -0.018
C -0.34863 -4.53814 4.74199 0.024 -0.010 0.013
O -0.50041 -5.65153 5.19734 -0.033 0.001 -0.024
C 0.56980 -4.29320 3.60051 -0.007 -0.018 0.017
C 0.72113 -3.07713 3.08666 0.009 -0.008 0.012
C -0.01631 -1.91314 3.63873 0.017 -0.062 -0.070
O 0.11293 -0.81022 3.15263 -0.006 0.002 0.062
H -1.44779 -1.28666 5.17533 0.019 0.016 -0.010
H -1.73737 -3.57334 6.13564 0.009 -0.026 0.003
H 1.09691 -5.15810 3.21859 -0.002 -0.015 0.023
H 1.37843 -2.87389 2.25074 -0.006 0.032 0.001
C 5.92856 6.49678 -1.82725 0.013 -0.009 -0.004
C 7.04036 6.30002 -2.52963 -0.022 0.000 0.003
C 7.08671 5.31246 -3.64040 0.006 0.003 0.009
O 8.10279 5.13656 -4.27762 -0.001 0.000 -0.002
C 5.84556 4.55387 -3.93508 -0.012 -0.004 0.004
C 4.73312 4.74672 -3.23141 0.001 -0.016 0.034
C 4.68844 5.73573 -2.12646 -0.040 0.028 0.004
O 3.66954 5.92157 -1.49416 0.004 0.006 -0.007
H 5.86891 7.21145 -1.01617 -0.026 -0.009 0.005
H 7.95717 6.84151 -2.33411 0.015 -0.015 -0.023
H 5.90166 3.84154 -4.74845 0.019 0.007 -0.005
H 3.81113 4.21142 -3.42670 0.123 -0.009 -0.004
```
Forces are in eV/Å.

Summary:
Net charge: 0
Structure (SMILES): C[C@H](O)CNCCOCS.O=C1C=CC(=O)C=C1.O=C1C=CC(=O)C=C1.O=C1C=CC(=O)C=C1.O=C1C=CC(=O)C=C1.O=C1C=CC(=O)C=C1.O=C1C=CC(=O)C=C1
LUMO: -1.9 eV
Orbital gap: 7.14 eV

---

Please write out number 3 again, unchanged.
Below is the molecule C3H4OS3, with properties calculated with the ωB97M-V functional and the def2-TZVPD basis.

XYZ file:
```
11
Properties=species:S:1:pos:R:3:forces:R:3
C 0.57661 -1.25270 0.49551 -0.288 2.000 -0.047
C -0.45128 1.42923 0.92861 -1.323 0.476 -0.510
C -1.15326 0.20208 -1.38903 0.167 0.862 -0.043
H -1.50309 1.20265 1.14988 0.257 0.135 0.118
H -0.17203 2.32491 1.48210 -0.137 0.194 -0.224
H -1.24729 0.25148 -2.49187 -0.052 0.073 0.631
H -2.15069 0.17881 -0.93711 0.221 -0.377 -0.126
O 1.25240 -2.15855 0.83831 0.343 -1.125 0.198
S 0.60773 0.21075 1.60203 0.710 -1.613 -0.155
S -0.37436 1.76070 -0.84567 0.129 -0.252 -0.149
S -0.15703 -1.28152 -1.13887 -0.027 -0.374 0.307
```
Forces are in eV/Å.

Summary:
Energy relative to the best compared isomer or geometry (same formula, charge and spin): 1.15 kJ/mol
Net charge: 0
Structure (SMILES): O=C1SCSCS1
LUMO: 0.4 eV
Orbital gap: 9.83 eV